Entry 1:
# C25H44F7IN4O9

A cluster of 2 separate species, C25H44F7IN4O9 in total (wB97M-V/def2-TZVPD, the OMol25 dataset).

ORCA input file:
```
! RIJCOSX wB97M-V def2-TZVPD def2/J DEFGRID3
* xyz 0 1
H -7.035 1.184 0.403
N -6.291 0.488 0.461
C -5.468 0.656 -0.470
C -4.283 -0.265 -0.572
C -2.927 0.523 -0.475
F -3.354 1.805 0.021
N -2.288 0.764 -1.700
C -2.818 1.419 -2.643
C -3.602 0.776 -3.782
C -2.656 2.916 -2.802
O -2.179 -0.031 0.539
C -0.856 -0.505 0.370
C -0.525 -1.208 1.728
C -1.262 -0.606 2.934
O -0.891 -1.439 4.057
C -0.264 -0.730 5.106
C 1.265 -0.783 4.993
C 0.230 0.520 0.002
C 0.543 1.684 0.949
O 1.093 1.274 2.189
C -0.510 2.775 1.115
F 0.130 3.858 1.633
F -1.476 2.516 1.945
F -0.941 3.165 -0.072
C -0.652 -1.686 -0.688
C -1.794 -2.730 -0.685
C -2.292 -3.154 -2.068
O -2.539 -2.089 -2.973
C -3.503 -4.068 -1.956
F -3.219 -5.139 -1.233
F -3.841 -4.497 -3.171
F -4.554 -3.482 -1.400
O 0.564 -2.315 -0.284
C 1.384 -2.807 -1.247
I 1.048 -4.953 -1.709
O 1.401 -2.101 -2.426
C 2.702 -1.911 -2.976
C 3.165 -0.472 -2.685
N 4.628 -0.339 -2.584
C 5.164 0.780 -3.358
C 4.564 2.157 -3.024
C 3.604 2.701 -4.115
O 5.602 3.127 -2.846
H -5.609 1.489 -1.167
H -4.353 -0.919 0.294
H -4.333 -0.865 -1.471
H -3.873 1.525 -4.524
H -4.531 0.329 -3.436
H -2.931 0.071 -4.272
H -1.814 3.080 -3.477
H -3.583 3.323 -3.200
H -2.482 3.351 -1.823
H 0.537 -1.190 1.944
H -0.870 -2.239 1.717
H -2.337 -0.736 2.847
H -0.981 0.422 3.137
H -0.644 0.284 5.257
H -0.504 -1.277 6.023
H 1.701 -0.660 5.976
H 1.674 -0.050 4.304
H 1.523 -1.798 4.691
H 1.179 0.003 -0.119
H 0.049 0.971 -0.974
H 1.369 2.215 0.459
H 1.712 1.966 2.452
H -0.635 -1.210 -1.668
H -1.368 -3.640 -0.259
H -2.600 -2.471 -0.001
H -1.534 -3.783 -2.539
H -3.481 -2.104 -3.182
H 2.389 -2.818 -0.832
H 3.431 -2.674 -2.698
H 2.579 -1.994 -4.055
H 2.813 0.141 -3.512
H 2.685 -0.113 -1.771
H 4.836 -0.108 -1.618
H 6.238 0.863 -3.193
H 5.015 0.569 -4.418
H 4.020 2.098 -2.072
H 2.694 3.088 -3.657
H 4.100 3.447 -4.728
H 3.284 1.905 -4.789
H 5.198 3.919 -2.472
C 3.539 1.409 8.914
N 3.413 0.735 7.592
O 4.003 -0.316 7.436
O 2.721 1.287 6.759
H 4.179 0.807 9.549
H 3.974 2.389 8.739
H 2.542 1.495 9.334
*
```

Computed properties:
Frontier orbital gap: 8.57 eV
LUMO energy: 0.01 eV
Structure (SMILES): [H]/N=C/C[C@](F)(N=C(C)C)O[C@](CCOCC)(C[C@H](O)C(F)(F)F)[C@H](C[C@H](O)C(F)(F)F)O[C@@H](I)OCCNC[C@H](C)O.C[N+](=O)[O-]
Maximum force: 2.52 eV/A
DFT total energy: -2871.70328 a.u.

Here are the Löwdin charges for atoms 1 to 8, given in e: 0.05, 0.11, -0.25, -0.05, -0.47, 0.00, 0.17, -0.32

=====

Entry 2:
# C4H7NO2

An isolated molecule of C4H7NO2 (wB97M-V/def2-TZVPD, the OMol25 dataset).

ORCA input file:
```
! RIJCOSX wB97M-V def2-TZVPD def2/J DEFGRID3
* xyz 0 1
C -0.979 0.071 -1.869
C -0.742 0.019 -0.571
O -1.303 -0.935 0.253
N -0.112 -1.650 0.713
C 0.956 -0.609 0.810
C 0.303 0.674 0.284
O -0.275 1.453 1.311
H -1.677 -0.625 -2.318
H -0.455 0.772 -2.503
H -0.388 -1.958 1.641
H 1.788 -0.904 0.163
H 1.316 -0.471 1.832
H 0.990 1.313 -0.270
H -1.083 0.994 1.583
*
```

Computed properties:
Frontier orbital gap: 9.92 eV
ΔE to the lowest compared entry with this formula, charge and spin: 3.565 eV
LUMO energy: 0.93 eV
Structure (SMILES): C=C1ONC[C@@H]1O
Maximum force: 0.38 eV/A
DFT total energy: -361.74986 a.u.

Here are the Löwdin charges for atoms 1 to 8, given in e: 0.11, -0.35, -0.08, 0.02, -0.12, -0.31, -0.01, 0.07

=====

Entry 3:
# C3H12O2S

A cluster of 3 separate species, C3H12O2S in total (wB97M-V/def2-TZVPD, the OMol25 dataset).

ORCA input file:
```
! RIJCOSX wB97M-V def2-TZVPD def2/J DEFGRID3
* xyz 0 1
C 0.530 -0.972 -0.145
C 0.013 -2.194 0.616
S -0.182 -1.916 2.425
C -0.224 -0.127 2.654
H 0.554 -1.088 -1.210
H -0.215 -0.185 0.011
H 1.476 -0.663 0.268
H -0.929 -2.530 0.194
H 0.762 -2.970 0.591
H -0.574 -0.020 3.673
H -1.017 0.316 2.056
H 0.719 0.406 2.567
O 0.623 3.820 -1.372
H 0.152 3.904 -0.533
H 0.610 2.858 -1.461
O -0.477 1.950 -5.256
H -0.036 2.617 -5.792
H -0.201 1.118 -5.651
*
```

Computed properties:
Frontier orbital gap: 9.07 eV
ΔE to the lowest compared entry with this formula, charge and spin: 0.692 eV
LUMO energy: 0.54 eV
Structure (SMILES): CCSC.O.O
Maximum force: 1.64 eV/A
DFT total energy: -670.13825 a.u.

Here are the Löwdin charges for atoms 1 to 8, given in e: -0.17, -0.54, 0.78, -0.45, 0.06, 0.06, 0.07, 0.06

=====

Entry 4:
# C32H88N8O8

A cluster of 8 separate species, C32H88N8O8 in total (wB97M-V/def2-TZVPD, the OMol25 dataset).

ORCA input file:
```
! RIJCOSX wB97M-V def2-TZVPD def2/J DEFGRID3
* xyz 0 1
C 16.135 18.299 8.596
O 15.215 17.820 7.627
C 14.283 18.806 7.243
C 13.273 18.164 6.293
C 12.333 17.193 6.986
N 13.941 17.454 5.163
H 16.927 17.558 8.668
H 15.639 18.426 9.562
H 16.566 19.247 8.258
H 13.742 19.118 8.148
H 14.790 19.641 6.747
H 12.680 18.983 5.872
H 11.706 17.678 7.740
H 12.863 16.373 7.474
H 11.675 16.741 6.247
H 14.773 17.038 5.577
H 14.295 18.153 4.516
C 8.226 9.416 10.974
O 8.442 8.652 12.120
C 7.728 7.444 12.094
C 7.972 6.637 13.327
C 9.414 6.132 13.407
N 7.011 5.530 13.270
H 8.773 10.353 11.106
H 7.183 9.759 10.859
H 8.510 8.923 10.038
H 6.648 7.607 11.940
H 7.994 6.870 11.185
H 7.727 7.167 14.247
H 9.527 5.602 14.353
H 10.094 6.993 13.418
H 9.737 5.521 12.565
H 7.080 4.976 12.428
H 7.028 4.914 14.068
C 8.131 16.234 16.605
O 7.788 15.922 17.941
C 8.501 16.694 18.894
C 7.567 17.038 20.038
C 8.190 18.087 20.975
N 7.155 15.873 20.837
H 7.746 17.223 16.345
H 7.624 15.528 15.945
H 9.203 16.126 16.414
H 9.384 16.133 19.221
H 8.808 17.640 18.425
H 6.691 17.531 19.608
H 9.173 17.762 21.333
H 7.479 18.292 21.767
H 8.445 18.969 20.381
H 7.966 15.581 21.378
H 6.968 15.097 20.207
C 10.439 13.357 6.749
O 11.565 14.096 6.393
C 12.506 13.467 5.550
C 12.063 13.486 4.094
C 13.124 12.837 3.195
N 11.843 14.864 3.637
H 10.106 13.714 7.729
H 10.676 12.313 7.024
H 9.617 13.331 6.032
H 13.438 14.022 5.681
H 12.710 12.437 5.889
H 11.152 12.899 3.941
H 12.728 12.637 2.201
H 13.382 11.853 3.596
H 13.994 13.492 3.134
H 12.735 15.312 3.461
H 11.383 15.403 4.361
C 5.770 12.223 12.885
O 5.643 13.465 13.531
C 5.590 13.426 14.964
C 6.583 12.508 15.635
C 6.477 12.522 17.146
N 7.972 12.815 15.260
H 6.777 11.823 13.052
H 5.686 12.382 11.811
H 5.005 11.507 13.202
H 5.681 14.456 15.308
H 4.570 13.080 15.192
H 6.402 11.482 15.285
H 7.166 11.816 17.603
H 5.442 12.428 17.474
H 6.786 13.515 17.506
H 8.674 12.577 15.949
H 8.318 12.362 14.424
C 14.372 15.070 17.181
O 13.006 14.738 17.133
C 12.772 13.515 16.465
C 11.274 13.232 16.424
C 10.585 13.518 17.753
N 11.026 11.836 15.983
H 14.463 16.085 17.559
H 14.838 15.027 16.187
H 14.920 14.373 17.830
H 13.189 13.531 15.446
H 13.332 12.735 17.012
H 10.905 13.896 15.635
H 10.559 14.591 17.916
H 11.137 13.010 18.547
H 9.577 13.108 17.725
H 11.547 11.739 15.112
H 11.495 11.182 16.606
C 12.061 14.227 10.099
O 10.955 13.563 10.706
C 10.358 14.324 11.718
C 8.895 13.943 11.876
C 8.157 14.144 10.562
N 8.315 14.782 12.871
H 11.719 15.221 9.791
H 12.416 13.619 9.278
H 12.824 14.370 10.876
H 10.878 14.106 12.668
H 10.380 15.408 11.537
H 8.844 12.848 12.046
H 7.100 13.889 10.623
H 8.636 13.611 9.742
H 8.206 15.212 10.309
H 8.794 14.790 13.757
H 7.311 14.817 12.940
C 9.978 21.058 11.229
O 9.396 21.129 12.516
C 9.587 19.972 13.304
C 8.790 18.760 12.832
C 7.327 19.058 12.578
N 8.891 17.701 13.845
H 11.066 20.930 11.327
H 9.769 21.994 10.725
H 9.593 20.195 10.680
H 10.662 19.718 13.302
H 9.339 20.266 14.324
H 9.254 18.430 11.890
H 6.758 18.996 13.512
H 6.894 18.306 11.914
H 7.140 20.051 12.173
H 9.813 17.277 13.769
H 8.275 16.936 13.581
*
```

Computed properties:
Frontier orbital gap: 8.78 eV
ΔE to the lowest compared entry with this formula, charge and spin: 1.128 eV
LUMO energy: 0.38 eV
Structure (SMILES): COC[C@H](C)N.COC[C@H](C)N.COC[C@H](C)N.COC[C@H](C)N.COC[C@H](C)N.COC[C@H](C)N.COC[C@H](C)N.COC[C@H](C)N
Maximum force: 1.78 eV/A
DFT total energy: -2311.81313 a.u.

Here are the Löwdin charges for atoms 1 to 8, given in e: -0.10, -0.21, -0.22, -0.41, -0.07, 0.05, 0.09, 0.09

=====

Entry 5:
# C19H23IrN2O5P

A structure of composition C19H23IrN2O5P (wB97M-V/def2-TZVPD, the OMol25 dataset).

ORCA input file:
```
! RIJCOSX wB97M-V def2-TZVPD def2/J DEFGRID3
* xyz 1 1
Ir -0.172 -0.513 0.275
O -1.768 -1.008 -0.768
C -2.974 -1.278 -0.290
C -4.028 -1.300 -1.220
C -5.311 -1.587 -0.826
C -5.606 -1.889 0.512
C -4.591 -1.899 1.427
C -3.263 -1.586 1.060
C -2.263 -1.695 2.074
N -1.033 -1.328 1.965
C -0.095 -1.575 3.069
C 1.300 -1.681 2.458
N 1.421 -0.534 1.558
C 2.195 0.443 1.867
C 2.091 1.754 1.304
C 3.156 2.667 1.427
C 3.005 3.975 1.048
C 1.752 4.405 0.583
C 0.691 3.540 0.473
C 0.845 2.186 0.812
O -0.226 1.410 0.717
H -3.792 -1.065 -2.249
H -6.105 -1.581 -1.562
H -6.619 -2.117 0.811
H -4.794 -2.146 2.463
H -2.577 -2.151 3.014
H -0.357 -2.487 3.605
H -0.129 -0.732 3.764
H 1.389 -2.603 1.881
H 2.072 -1.662 3.228
H 2.936 0.278 2.650
H 4.099 2.319 1.834
H 3.826 4.671 1.130
H 1.616 5.443 0.304
H -0.275 3.867 0.113
C 3.253 -0.952 -1.215
O 2.120 -0.879 -2.089
P 0.816 -0.033 -1.720
O -0.055 -0.306 -3.007
C -0.357 -1.632 -3.478
O 1.198 1.485 -1.874
C 1.727 2.029 -3.102
H 4.061 -1.391 -1.793
H 3.029 -1.586 -0.358
H 3.545 0.043 -0.876
H -0.999 -1.505 -4.344
H -0.884 -2.194 -2.710
H 0.561 -2.141 -3.767
H 2.094 3.021 -2.858
H 0.934 2.089 -3.844
H 2.541 1.408 -3.474
*
```

Computed properties:
Frontier orbital gap: 7.25 eV
ΔE to the lowest compared entry with this formula, charge and spin: 0.000 eV
LUMO energy: -3.69 eV
Maximum force: 0.12 eV/A
DFT total energy: -1669.08383 a.u.

Here are the Löwdin charges for atoms 1 to 8, given in e: 1.35, -0.27, -0.30, 0.00, -0.04, -0.07, -0.03, -0.14

=====

Entry 6:
# C7H12NO

The ion C7H12NO with charge +1 (wB97M-V/def2-TZVPD, the OMol25 dataset).

ORCA input file:
```
! RIJCOSX wB97M-V def2-TZVPD def2/J DEFGRID3
* xyz 1 1
C -1.691 -2.027 0.171
C -1.307 -0.587 0.045
C -2.335 0.322 -0.352
C -1.844 1.597 -0.370
O -0.467 1.526 -0.104
C -0.149 0.187 0.032
C 1.337 -0.135 0.253
C 2.156 -0.045 -1.118
N 1.666 1.041 1.153
H -1.489 -2.538 -0.771
H -1.037 -2.405 1.009
H -2.716 -2.222 0.533
H -3.343 0.024 -0.258
H -2.244 2.539 -0.702
H 1.479 -1.150 0.649
H 1.885 0.828 -1.596
H 3.227 0.012 -1.018
H 1.710 -0.807 -1.746
H 1.780 0.666 2.148
H 0.854 1.640 1.091
H 2.527 1.534 0.950
*
```

Computed properties:
Frontier orbital gap: 9.18 eV
ΔE to the lowest compared entry with this formula, charge and spin: 1.296 eV
LUMO energy: -3.37 eV
Structure (SMILES): Cc1ccoc1[C@@H](C)[NH3+]
Maximum force: 3.85 eV/A
DFT total energy: -403.62255 a.u.

Here are the Löwdin charges for atoms 1 to 8, given in e: -0.03, -0.20, -0.01, -0.01, -0.03, -0.21, -0.18, 0.01